DFT (the ωB97M-V functional and the def2-TZVPD basis) results for one molecule with the formula C3H5ClN2OS at a distorted geometry.

```
! wB97M-V def2-TZVPD RIJCOSX def2/J DEFGRID3
* xyz 0 1
C 1.62 0.36 -1.34
C 0.55 -0.13 -0.69
Cl -0.29 -1.41 -1.38
C 0.24 0.07 0.71
N 0.21 -0.87 1.64
O 0.54 -2.15 1.19
N -0.17 1.27 1.19
S -1.16 2.10 0.09
H 2.06 1.15 -0.73
H 2.01 0.26 -2.41
H 0.77 -2.67 1.96
H -0.56 1.35 2.19
H -0.07 2.79 -0.55
*
```

Output
**SMILES**: C=C(Cl)/C(=N\O)NS
**Highest occupied orbital energy**: -8.6 eV
**Calculated total energy**: -1160.3114 Eh
**Frontier orbital gap**: 9.078 eV
**Relative energy (zero: lowest compared OMol25 entry of this formula, charge and spin)**: 80.1 kcal/mol

Atom charges from the Löwdin analysis, given in e for atoms 1 to 4:
1. C 0.00
2. C -0.81
3. Cl 0.77
4. C -0.53